Record 1
Entry from OMol25: 14 unconnected molecules or ions with the total composition C4H37NO14S2 (ωB97M-V/def2-TZVPD).

Last columns: bonded neighbours and bond lengths (Å).
Geometry (Å):
1 H -0.39994 -3.39050 -1.08141  C4 1.108
2 O 0.83270 -4.34179 1.52021  H3 0.964, H20 0.933
3 H 0.20704 -4.52722 0.81004  O2 0.964
4 C 0.39922 -2.95635 -1.71382  H1 1.108, H31 1.155, S48 1.934, C56 1.604
5 O -0.13219 2.25228 -3.02004  H8 0.990, H33 0.991
6 H -4.19033 -0.19818 0.53445  O16 0.945
7 H -2.50037 -1.46681 0.23574  O47 0.994
8 H -0.88366 2.33005 -3.65921  O5 0.990
9 H 1.97802 2.12078 -2.64769  O50 1.047
10 H -2.81152 0.97426 -1.29212  O41 0.919
11 H 2.41570 0.62305 0.16292  O15 1.007
12 H -1.22540 -2.41502 -3.71737  S48 1.333
13 H 0.27774 0.00082 4.30207  O37 0.961
14 H 0.49213 -0.79820 -2.24280  C56 1.129
15 O 1.92920 -0.23503 0.36381  H11 1.007, C28 1.422
16 O -3.67992 0.53834 0.23285  H6 0.945, H19 0.987
17 H -2.14485 -3.02347 2.00550  O18 0.993
18 O -1.51287 -2.31103 2.28749  H17 0.993, H25 0.918
19 H -3.24044 1.07133 0.93799  O16 0.987
20 H 1.19306 -3.51520 1.28200  O2 0.933
21 H -1.70899 2.29057 2.27765  O43 0.981
22 H -0.34692 2.27183 -0.11109  C32 1.279
23 H -1.22358 -0.00729 4.56352  O37 1.019
24 H 3.11646 1.08358 -2.25819  O50 0.862
25 H -2.00753 -1.55372 2.13300  O18 0.918
26 H -2.64778 0.30879 -2.60152  O41 0.891
27 H 4.03860 0.35716 2.21552  O55 0.939
28 C 1.95665 -1.29408 -0.58535  O15 1.422, H29 1.031, H38 1.138, C56 1.519
29 H 2.68996 -1.28110 -1.31031  C28 1.031
30 H 3.20212 -0.90729 2.07291  O55 0.966
31 H 1.34042 -3.59965 -1.52561  C4 1.155
32 C -0.74222 3.48670 -0.05334  H22 1.279, H42 1.146, S49 1.804, H51 1.169
33 H -0.39212 1.49328 -2.43821  O5 0.991
34 H -0.78692 0.05868 -0.86803  N54 1.000
35 O 3.31511 2.49910 -0.18075  H36 0.985, H39 0.906
36 H 3.32759 3.16282 0.54749  O35 0.985
37 O -0.47541 0.59250 4.21804  H13 0.961, H23 1.019
38 H 2.18370 -2.19761 0.06878  C28 1.138
39 H 2.58912 2.66820 -0.69655  O35 0.906
40 H 1.41334 -0.57614 2.13475  O52 0.930
41 O -2.36837 0.98752 -2.09679  H10 0.919, H26 0.891
42 H -1.34797 3.37610 0.91298  C32 1.146
43 O -1.73135 1.34117 2.03281  H21 0.981, H45 1.059
44 H 0.61339 3.69194 -2.24598  O46 0.995
45 H -1.17960 0.98027 2.86161  O43 1.059
46 O 1.26856 4.14407 -1.64983  H44 0.995, S49 1.782
47 O -3.24268 -2.12811 0.22336  H7 0.994, H53 1.001
48 S -0.10763 -3.12748 -3.57265  C4 1.934, H12 1.333
49 S 0.46543 4.81801 -0.20874  C32 1.804, O46 1.782
50 O 2.38986 1.16019 -2.71493  H9 1.047, H24 0.862
51 H -1.57537 3.71121 -0.84228  C32 1.169
52 O 0.94567 -1.11996 2.72615  H40 0.930, H58 1.132
53 H -3.76643 -2.08942 -0.62922  O47 1.001
54 N -0.56888 -0.90256 -0.70019  H34 1.000, C56 1.441, H57 1.086
55 O 4.09426 -0.54942 1.97571  H27 0.939, H30 0.966
56 C 0.62852 -1.42106 -1.31121  C4 1.604, H14 1.129, C28 1.519, N54 1.441
57 H -0.54018 -1.02352 0.37872  N54 1.086
58 H 0.17788 -1.43739 1.95715  O52 1.132

Properties
Max |F| (eV/Å): 9.128
Energy relative to the best compared isomer or geometry (same formula, charge and spin) (kcal per mole): 71.26



Record 2
Entry from OMol25: 2 unconnected molecules or ions with the total composition C3H9NO (ωB97M-V/def2-TZVPD).

Last columns: bonded neighbours and bond lengths (Å).
Geometry (Å):
1 H 1.56171 -0.15843 3.27520  C14 1.131
2 H 1.59436 -0.93314 -1.83558  C13 1.097
3 H -1.67006 0.84455 -0.15102  C5 1.066
4 O 1.71771 1.50786 2.19785  C14 1.268
5 C -1.48309 -0.12581 -0.55115  H3 1.066, N7 1.503, H10 1.077, H12 1.119
6 H 0.41973 -0.45861 -0.03335  N7 0.990
7 N -0.19050 -0.87923 -0.68978  C5 1.503, H6 0.990, C13 1.507
8 H 0.77742 0.57088 -2.02358  C13 1.128
9 H 0.01972 -0.83263 -2.83891  C13 1.098
10 H -1.99600 0.02030 -1.48639  C5 1.077
11 H -0.12701 0.97944 3.12496  C14 1.168
12 H -2.21025 -0.77265 0.00019  C5 1.119
13 C 0.57706 -0.53638 -1.94003  H2 1.097, N7 1.507, H8 1.128, H9 1.098
14 C 1.00921 0.77384 2.95160  H1 1.131, O4 1.268, H11 1.168

Properties
Max |F| (eV/Å): 4.649
Structure (SMILES): C=O.CNC
Energy relative to the best compared isomer or geometry (same formula, charge and spin) (kcal per mole): 67.62



Record 3
Entry from OMol25: a gas-phase ion, CH4N (charge +1) (ωB97M-V/def2-TZVPD).

Last columns: bonded neighbours and bond lengths (Å).
Geometry (Å):
1 H 1.14930 0.12499 -1.23759  N5 1.041
2 H -0.16409 -0.08023 1.33043  C3 1.105
3 C -0.29968 0.03982 0.24082  H2 1.105, H4 1.097, N5 1.374, H6 1.129
4 H -0.74930 1.00805 -0.01046  C3 1.097
5 N 0.94991 -0.21279 -0.27294  H1 1.041, C3 1.374
6 H -0.88614 -0.87984 -0.05026  C3 1.129

Properties
Max |F| (eV/Å): 2.957
Energy relative to the best compared isomer or geometry (same formula, charge and spin) (kcal per mole): 104.27
Charge: +1



energy relative to the best compared isomer or geometry (same formula, charge and spin) of number 3 (CH4N)? 104.27 kcal per mole



What is the max |F| in the first record? 9.128 eV/Å